No. 1
Below is a single C24H23N3O2S5 molecule in a non-equilibrium geometry, with properties calculated with wB97M-V/def2-TZVPD.

The geometry in XYZ format:
```
57
Properties=species:S:1:pos:R:3:forces:R:3
C -6.2916 1.0876 1.7818 -0.461 -0.177 -0.076
C -6.6353 0.3462 0.4777 0.243 0.159 0.452
N -5.5463 -0.5265 0.0119 0.328 -0.254 -0.395
C -6.0187 -1.4371 -1.0465 0.179 -0.507 0.010
C -4.8869 -2.2761 -1.6513 -0.131 0.516 -0.053
C -4.4311 0.2516 -0.4201 0.192 0.317 -0.110
S -4.4273 1.1774 -1.7608 -0.069 0.035 0.036
S -3.0711 0.0458 0.6607 -0.566 0.155 0.199
C -2.1104 1.5646 0.4834 0.541 0.321 0.171
C -0.5999 1.3140 0.4821 -0.121 -0.015 -0.533
C -0.1388 0.3889 -0.6613 0.131 -0.359 0.515
C 1.1056 -0.4047 -0.3032 -0.044 -0.051 -0.160
C 1.0020 -1.7873 -0.2771 0.107 0.138 0.016
C 2.0708 -2.5999 0.0649 -0.040 -0.300 -0.200
S 1.7419 -4.3640 0.0174 -0.085 -0.117 0.081
C 3.2925 -2.0186 0.4073 0.235 0.159 0.057
C 3.4313 -0.6155 0.3722 -0.278 -0.312 -0.035
C 2.3360 0.1801 0.0154 0.003 0.551 0.121
C 2.4120 1.6851 -0.0403 0.125 -0.851 0.380
C 2.3708 2.2983 -1.2794 0.080 0.378 -0.227
C 2.4220 3.6868 -1.3535 -0.005 -0.450 0.381
C 2.5033 4.3701 -0.1506 -0.021 0.148 -0.470
C 2.5009 3.6499 1.0319 0.025 0.120 0.689
N 2.4580 2.3236 1.1341 -0.234 0.497 -0.806
C 4.7590 0.0058 0.7014 0.342 -0.054 0.006
O 4.9107 1.1845 0.8984 -0.138 0.052 -0.186
C 5.9714 -0.8836 0.7528 -0.049 0.124 0.142
S 7.5556 -0.0859 0.7851 -0.018 0.109 -0.020
C 5.8236 -2.2073 0.7835 0.143 -0.184 0.014
N 6.9242 -3.1060 0.8419 -0.574 0.090 -0.851
C 7.5528 -3.3280 -0.1754 0.511 0.471 0.586
S 8.4982 -3.4571 -1.4049 -0.154 -0.342 -0.009
C 4.4696 -2.8519 0.8112 0.150 -0.154 0.242
O 4.4044 -3.9998 1.1718 -0.122 0.020 -0.033
H -6.2108 2.1598 1.6117 0.226 0.002 0.072
H -5.3869 0.6964 2.2415 0.077 0.073 -0.082
H -7.0989 0.9332 2.4988 0.018 0.102 0.034
H -6.8767 1.0751 -0.3052 -0.149 -0.123 -0.073
H -7.4974 -0.2984 0.6422 0.014 -0.059 -0.111
H -6.7149 -2.1261 -0.5649 -0.153 0.204 0.066
H -6.5437 -0.8994 -1.8437 -0.069 0.054 0.056
H -4.4273 -1.7293 -2.4741 0.123 -0.107 -0.007
H -4.1171 -2.4748 -0.9053 -0.051 -0.178 0.023
H -5.2797 -3.2132 -2.0403 0.036 -0.040 0.026
H -2.3496 2.1787 1.3539 -0.078 -0.042 0.000
H -2.3975 2.1408 -0.3934 -0.219 -0.356 -0.176
H -0.1212 2.2842 0.3485 0.027 0.034 0.297
H -0.2867 0.9047 1.4435 0.066 0.025 0.002
H 0.0055 0.9330 -1.5939 -0.077 0.126 0.026
H -0.9236 -0.3520 -0.8241 -0.023 0.073 -0.210
H 0.0611 -2.2517 -0.5416 0.006 -0.046 0.034
H 2.1467 -4.5915 -1.2428 0.028 0.167 0.041
H 2.3055 1.6976 -2.1773 0.032 -0.041 0.016
H 2.3948 4.1818 -2.3142 0.033 0.120 0.043
H 2.5669 5.4493 -0.1234 -0.038 0.002 0.040
H 2.5358 4.1991 1.9684 0.019 -0.092 0.019
H 7.8990 -0.4456 2.0327 -0.074 -0.129 -0.074
```
Positions in Å, forces in eV/Å.

Properties
Molecular weight, g/mol: 545.80
Total energy, eV: -88000.87604



No. 2
Below is a 2-piece molecular cluster, C4H10 overall in a non-equilibrium geometry, with properties calculated with wB97M-V/def2-TZVPD.

The geometry in XYZ format:
```
14
Properties=species:S:1:pos:R:3:forces:R:3
C 2.5571 0.6547 2.2666 -1.030 -2.542 1.786
C 3.3470 1.0003 1.2536 1.052 0.816 1.576
H 1.6091 0.0017 2.3325 0.842 1.848 -1.268
H 2.8903 0.6069 3.3285 0.577 0.363 -0.967
H 4.4233 1.2493 1.5807 -1.814 0.067 -1.071
H 2.9784 1.1920 0.2514 0.367 -0.554 -0.060
C -2.9600 -0.8294 -1.2720 0.281 -2.119 0.525
C -1.4924 -0.3706 -1.4849 -0.341 1.533 0.555
H -3.5450 -0.4765 -0.3894 0.916 0.660 -0.692
H -3.4334 -0.5079 -2.1989 -0.813 -0.783 0.270
H -3.0002 -1.9597 -1.0079 -0.065 1.582 -1.339
H -1.3402 0.3957 -0.7054 0.724 -0.321 -0.348
H -1.3436 0.1431 -2.4547 -0.466 -0.114 0.442
H -0.6903 -1.0996 -1.5003 -0.229 -0.438 0.591
```
Positions in Å, forces in eV/Å.

Properties
Molecular weight, g/mol: 58.12
Energy relative to the best compared isomer or geometry (same formula, charge and spin), kcal per mole: 55.2
SMILES: C=C.CC



No. 3
Below is C20H16ClF3N2O7STi as an isolated structure in a non-equilibrium geometry, with properties calculated with wB97M-V/def2-TZVPD.

The geometry in XYZ format:
```
51
Properties=species:S:1:pos:R:3:forces:R:3
Ti -0.2828 1.1548 -0.3976 -0.002 0.137 -0.590
C 1.2869 4.9554 0.7499 -0.225 0.057 1.147
C 1.1302 3.4655 0.7955 -0.193 -1.754 -0.585
O -0.0746 3.0330 0.5995 1.051 0.040 0.039
C 2.2607 2.6325 0.9776 1.433 2.973 -0.278
C 2.2524 1.2449 1.1877 0.444 -1.221 0.481
C 3.4505 0.5357 1.8032 0.714 1.346 -0.881
N 1.1835 0.5443 0.9726 0.065 0.114 -0.778
N 1.0212 -0.7485 1.5057 0.298 1.044 -0.476
C -0.2640 -0.9319 1.4546 -0.934 -0.784 1.985
O -1.1509 -0.1151 1.0094 0.270 -0.285 -0.452
C -0.7652 -2.0639 2.3502 2.445 -0.822 0.740
C 0.1472 -2.7978 3.2222 -1.359 0.547 -0.665
C -0.3323 -3.7782 4.1008 0.414 1.523 -0.650
C -1.7125 -3.9847 4.2118 -1.136 -0.215 0.214
C -2.6189 -3.2544 3.4006 2.039 0.182 -0.480
C -2.0966 -2.3359 2.4516 -1.096 -0.488 0.331
H 1.1901 5.3089 -0.2590 -0.403 0.189 -0.502
H 2.2406 5.2903 1.1237 0.523 -0.021 0.127
H 0.5223 5.3846 1.4205 0.076 -0.010 -0.571
H 3.2821 3.2144 0.9985 -2.028 -1.410 0.171
H 3.9714 -0.1007 1.0252 -0.625 0.530 1.089
H 3.0583 -0.0138 2.6330 0.081 -0.806 0.334
H 4.1302 1.3242 2.2042 -0.190 -0.695 -0.413
H 1.2030 -2.5366 3.2604 -0.262 -0.029 -0.362
H 0.4433 -4.1920 4.7529 -0.700 -0.372 -0.044
H -2.0685 -4.7070 4.9805 0.076 0.589 -0.707
H -3.6889 -3.3205 3.3871 -0.324 -0.519 0.517
H -2.7538 -1.7935 1.7726 -0.027 -0.061 0.265
Cl 2.7895 -2.5093 -6.1664 -0.236 0.315 0.901
C 1.9505 -1.9677 -4.6446 -0.063 0.221 -0.362
C 1.0876 -2.8513 -4.0008 0.816 -0.633 -1.113
C 0.3941 -2.3418 -2.9343 -0.531 0.479 0.187
C 0.4097 -1.0034 -2.5287 -0.820 -0.763 0.697
O -0.3493 -0.5835 -1.5707 -0.183 0.251 0.607
C 1.2553 -0.1235 -3.2124 0.554 0.390 0.158
C 1.3806 1.2114 -2.8860 -0.450 2.093 0.832
O 0.7329 1.9146 -1.9442 0.490 -1.214 -0.013
C 2.0442 -0.6393 -4.2261 1.199 -1.409 -1.819
H 0.9467 -3.9029 -4.3250 0.192 0.888 0.169
H -0.3285 -2.9582 -2.4846 -0.767 -0.739 0.842
H 2.0550 1.8105 -3.4985 0.070 0.046 -0.031
H 2.7823 -0.0155 -4.7177 -0.144 0.172 -0.074
F -4.3875 -0.2306 -1.3170 0.577 -1.167 -0.847
C -4.5179 0.9463 -0.7582 0.573 0.407 -0.007
F -5.7678 1.3180 -0.9947 -1.208 0.452 0.335
F -4.3326 0.7588 0.5516 -0.181 0.305 0.379
S -3.4226 2.2765 -1.4123 -0.510 -0.582 -1.925
O -3.8033 2.4250 -2.8154 0.349 -0.323 1.163
O -3.7857 3.3647 -0.5674 0.174 0.782 0.751
O -2.0987 1.6876 -1.2416 -0.325 0.253 0.163
```
Positions in Å, forces in eV/Å.

Properties
Spin multiplicity: 3
Molecular weight, g/mol: 568.74
⟨S²⟩: 2.031
Energy relative to the best compared isomer or geometry (same formula, charge and spin), kcal per mole: 0.0
Net charge: -2



No. 4
Below is a single C2H3N5O molecule in a non-equilibrium geometry, with properties calculated with wB97M-V/def2-TZVPD.

The geometry in XYZ format:
```
11
Properties=species:S:1:pos:R:3:forces:R:3
N -2.0426 2.3832 0.4246 -3.689 3.285 0.709
N -1.3080 1.4567 -0.0945 1.813 -3.302 1.768
C -0.7401 0.5965 0.7255 -0.996 1.872 0.356
C 0.1549 -0.3902 0.1163 -1.152 3.599 -0.298
N 0.6833 -1.3716 0.8283 1.310 -1.760 -0.656
N 1.5384 -1.9257 0.0812 0.156 0.257 -0.366
O 1.5558 -1.1924 -1.1347 1.303 -1.950 0.446
N 0.7059 -0.2173 -1.0783 -1.288 -0.016 1.394
H -2.5188 2.9360 -0.3236 0.571 -0.723 1.215
H -2.6711 2.3271 1.3174 1.999 -0.479 -1.958
H -0.7835 0.7625 1.9042 -0.028 -0.783 -2.610
```
Positions in Å, forces in eV/Å.

Properties
Molecular weight, g/mol: 113.08
Energy relative to the best compared isomer or geometry (same formula, charge and spin), kcal per mole: 113.0
SMILES: N/N=C/c1nnon1